Entry 1:
The following is a DFT calculation (wB97M-V/def2-TZVPD) of an isolated molecule of C4H13N3 at a distorted geometry.

Output
- frontier orbital gap (eV) = 9.55
- highest occupied orbital energy (eV) = -8.51
- calculated total energy (eV) = -8826.8969

The geometry in XYZ format:
```
20
Properties=species:S:1:pos:R:3:nbo_charge:R:1
N 1.122 1.347 -0.137 -0.635
N -0.409 -0.957 1.177 -0.668
N -0.416 -2.333 -1.114 -0.876
C 1.429 2.089 -1.405 -0.412
C -0.936 -1.976 0.246 -0.038
C -0.668 0.508 1.403 -0.227
C -0.261 1.352 0.229 -0.233
H -1.907 -1.694 -0.008 0.169
H 2.434 1.883 -1.753 0.206
H 0.637 -1.183 1.213 0.340
H -0.893 -2.803 0.770 0.171
H 0.250 -3.135 -1.009 0.364
H -0.256 0.878 2.359 0.213
H -0.590 2.443 0.414 0.181
H 1.499 0.366 -0.220 0.352
H -0.090 -1.500 -1.695 0.368
H 0.756 1.631 -2.223 0.157
H -1.712 0.540 1.729 0.211
H -0.837 1.140 -0.632 0.155
H 1.237 3.202 -1.266 0.202
```

Entry 2:
The following is a DFT calculation (wB97M-V/def2-TZVPD) of a structure of composition C21H20F3N6RuS at a distorted geometry.

Output
- frontier orbital gap (alpha / beta) (eV) = 5.95 / 6.34
- highest occupied orbital energy (alpha / beta) (eV) = -6.26 / -6.65
- spin multiplicity = 2
- calculated total energy (eV) = -52612.1164
- expectation value of S² = 0.803

The geometry in XYZ format:
```
52
Properties=species:S:1:pos:R:3:nbo_charge:R:1
Ru 0.564 0.310 -0.209 0.542
S 2.878 0.313 0.302 -0.116
F 0.732 7.170 -1.820 -0.317
F 0.627 7.350 0.334 -0.315
F -1.174 7.014 -0.817 -0.318
N 0.404 0.373 1.733 -0.139
N 0.540 2.444 -0.413 -0.399
N 1.454 0.302 2.615 -0.456
N 3.705 0.238 2.805 -0.793
N -1.559 0.253 0.002 -0.421
N 0.567 -1.493 -0.677 -0.567
C 1.042 3.244 0.530 0.070
C -0.053 3.021 -1.468 0.053
C 0.581 -4.820 -2.140 -0.228
C -3.159 -0.336 1.672 -0.230
C 0.339 -5.021 0.247 -0.225
C 0.404 -3.647 0.392 -0.024
C -0.193 4.386 -1.604 -0.215
C -1.882 0.040 1.286 0.172
C -3.779 -0.335 -0.638 -0.267
C -4.116 -0.546 0.690 -0.153
C 0.127 6.696 -0.720 0.971
C 0.312 -3.018 1.751 -0.624
C 0.545 -2.819 -0.768 0.152
C 0.944 4.629 0.474 -0.213
C 0.306 5.203 -0.602 -0.104
C 0.833 -2.605 -3.281 -0.632
C 2.619 0.274 1.985 0.255
C -0.769 0.154 2.229 -0.048
C 0.421 -5.616 -1.008 -0.206
C -2.490 0.076 -0.936 0.074
C 0.651 -3.443 -2.052 -0.001
H 4.582 -0.032 2.397 0.400
H 0.906 -3.236 -4.167 0.205
H -3.381 -0.480 2.720 0.227
H -5.112 -0.870 0.960 0.223
H 0.003 -1.908 -3.409 0.216
H -0.700 -2.648 1.944 0.208
H 3.543 0.008 3.771 0.398
H -0.904 -0.015 3.290 0.211
H 1.540 2.752 1.354 0.230
H 0.561 -3.741 2.529 0.210
H -0.415 2.342 -2.229 0.212
H -0.684 4.796 -2.476 0.239
H 0.650 -5.287 -3.116 0.202
H 0.228 -5.641 1.131 0.202
H -4.493 -0.485 -1.435 0.228
H 0.366 -6.693 -1.104 0.206
H 1.731 -1.990 -3.207 0.228
H 0.983 -2.163 1.836 0.226
H 1.358 5.229 1.272 0.244
H -2.180 0.272 -1.954 0.207
```

Entry 3:
The following is a DFT calculation (wB97M-V/def2-TZVPD) of the ion C5H8N5O2S2 with charge +1 at a distorted geometry.

Output
- frontier orbital gap (eV) = 8.46
- highest occupied orbital energy (eV) = -13.22
- net charge = +1
- calculated total energy (eV) = -38519.4568

The geometry in XYZ format:
```
22
Properties=species:S:1:pos:R:3:nbo_charge:R:1
S 1.689 -1.552 0.741 0.471
S -1.476 -1.685 -1.049 1.470
O 4.278 -1.176 0.209 -0.464
O -2.363 -0.961 -1.857 -0.877
N -2.183 -1.353 1.364 -0.067
N -0.608 -0.423 -0.057 -0.501
N -2.459 -2.054 0.402 -0.244
N 2.658 0.270 -0.727 -0.591
N 0.721 -0.422 -0.043 -0.320
C 3.173 -0.769 0.000 0.544
C 0.532 1.273 -1.798 -0.695
C -1.221 -0.403 1.316 0.030
C -1.859 0.970 1.758 -0.583
C 1.325 0.453 -0.873 0.556
H -0.408 -0.660 2.018 0.230
H 3.415 0.810 -1.144 0.466
H -1.000 1.593 1.855 0.222
H 1.039 2.136 -2.058 0.261
H 0.172 0.642 -2.648 0.297
H -2.401 0.761 2.804 0.262
H -2.549 1.076 1.001 0.226
H -0.473 1.477 -1.214 0.305
```

Entry 4:
The following is a DFT calculation (wB97M-V/def2-TZVPD) of a cluster of 2 separate species, C7H14ClO4P in total at a distorted geometry.

Output
- frontier orbital gap (eV) = 10.06
- highest occupied orbital energy (eV) = -9.25
- calculated total energy (eV) = -37485.1629

The geometry in XYZ format:
```
27
Properties=species:S:1:pos:R:3:nbo_charge:R:1
Cl -0.653 -1.309 2.399 -0.303
P -0.254 -1.097 0.408 2.334
O 1.333 -0.652 0.462 -0.824
O -1.023 2.833 1.130 -0.410
O -1.135 -0.165 -0.247 -1.077
O -0.457 -2.554 -0.124 -0.828
C -2.289 5.013 1.641 -0.650
C 1.971 0.289 -0.348 -0.052
C 0.403 -3.713 0.100 -0.070
C 1.743 -0.054 -1.809 -0.631
C -1.621 4.054 0.600 -0.111
C 0.046 -4.764 -0.963 -0.646
C -0.152 3.637 0.612 0.300
H -3.307 4.602 1.964 0.227
H -0.974 -4.417 -1.201 0.241
H 0.204 -5.770 -0.603 0.222
H 0.579 -4.727 -1.999 0.216
H -2.331 6.040 1.167 0.230
H 3.012 0.207 -0.027 0.197
H 0.734 -0.176 -1.951 0.222
H -1.897 4.066 -0.434 0.195
H 1.395 -3.290 0.082 0.190
H 0.428 -4.159 1.110 0.198
H 2.289 -1.005 -2.052 0.196
H 1.434 1.339 -0.213 0.194
H 2.177 0.776 -2.308 0.216
H -1.655 4.998 2.607 0.224
```